# C5H8O

A structure of composition C5H8O (ωB97M-V/def2-TZVPD, the Open Molecules 2025 dataset).

The HOMO energy is -8.411 eV. Its total charge is 0. The calculation puts the HOMO-LUMO gap at 9.22 eV. Its spin multiplicity is 1. The LUMO energy comes out at 0.8 eV. For the max |F|, the calculation gives 0.037 hartree/bohr.

Geometry as XYZ:
```
14
Properties=species:S:1:pos:R:3:forces:R:3
H -1.6327 1.8671 -0.0654 0.5660 -0.3426 0.1125
C 0.4840 0.1055 0.6727 -0.7264 0.6896 -1.0574
H -0.5437 1.1485 -1.3158 -0.0679 -0.1532 -0.2654
C 1.7485 0.1367 -0.1410 0.0321 0.1664 0.0038
H 2.2305 1.1165 -0.1320 -0.0457 -0.0773 -0.0407
H -0.6261 -1.7614 1.2854 0.0747 0.1217 -0.0663
H 2.4612 -0.5770 0.3002 -0.2220 0.1437 -0.0064
C -0.3979 -1.1116 0.4352 -0.2997 -0.0066 0.0745
H -0.0204 -1.7466 -0.3859 0.0057 0.2102 0.2149
C -0.9962 1.0048 -0.3433 -0.0827 -0.3521 -0.6728
O -2.7523 -0.6716 -0.1436 0.2838 0.1740 0.1143
C -1.5957 -0.3451 -0.0753 -0.4472 -0.3581 -0.2371
H -0.0937 1.0825 0.8372 0.9007 -0.3299 1.6576
H 1.5996 -0.1888 -1.1854 0.0286 0.1142 0.1684
```
Positions in Å, forces in eV/Å.



# C5H8O

The molecule C5H8O (ωB97M-V/def2-TZVPD, the Open Molecules 2025 dataset).

The HOMO energy is -9.411 eV. The SMILES is O=C1CCCC1. Its total charge is 0. The calculation puts the HOMO-LUMO gap at 10.39 eV. Its spin multiplicity is 1. The LUMO energy comes out at 1.0 eV. For the max |F|, the calculation gives 0.009 hartree/bohr.

Geometry as XYZ:
```
14
Properties=species:S:1:pos:R:3:forces:R:3
H 1.3927 0.1400 -1.2716 -0.0324 -0.0063 0.1422
C 0.3631 -1.2733 -0.0073 -0.0024 -0.0609 -0.0359
H 0.6377 -2.1338 -0.6211 -0.0407 0.1299 0.0704
C 1.2063 -0.0116 -0.2010 0.0714 0.0172 -0.0429
O -1.9397 -1.4464 -0.7960 0.3188 0.2233 0.2120
H 2.1790 -0.0588 0.2967 -0.1479 0.0047 -0.0716
H 0.4678 1.2171 1.4308 -0.0216 -0.0234 -0.1418
H 0.5684 2.0912 -0.0948 -0.0579 -0.1425 0.0794
H -1.5947 1.2337 -0.7795 0.0988 -0.0835 0.0699
C 0.3159 1.1242 0.3496 0.0342 0.0492 0.0614
H 0.3806 -1.5840 1.0478 -0.0218 0.0329 -0.1342
C -1.0469 -0.7917 -0.3143 -0.2218 -0.1419 -0.0400
C -1.1307 0.6908 0.0500 -0.0478 0.0199 -0.0288
H -1.7994 0.8024 0.9109 0.0710 -0.0185 -0.1403
```
Positions in Å, forces in eV/Å.



# C5H8O

A cluster of 2 separate species, C5H8O in total (ωB97M-V/def2-TZVPD, the Open Molecules 2025 dataset).

The HOMO energy is -8.571 eV. The SMILES is C1=COC=CC1.[H][H]. Its total charge is 0. The calculation puts the HOMO-LUMO gap at 9.69 eV. Its spin multiplicity is 1. The LUMO energy comes out at 1.1 eV. For the max |F|, the calculation gives 0.016 hartree/bohr.

Geometry as XYZ:
```
14
Properties=species:S:1:pos:R:3:forces:R:3
H -1.2995 -0.5605 1.7083 -0.1766 -0.3503 0.2451
H -1.5252 -1.5170 -1.1236 -0.0876 -0.0409 0.4752
C -0.8080 -0.7898 -0.7706 0.3608 -0.0338 -0.4187
C 0.5277 -0.9277 -0.6561 -0.1565 -0.4236 -0.7153
H 1.0402 -1.8446 -0.3963 -0.2019 -0.2625 -0.6705
C 1.2706 0.3613 -0.7285 0.0352 -0.1510 0.2294
H -1.2250 1.8017 1.0610 -0.1200 -0.4049 0.2316
C -0.6363 1.1082 0.4776 0.4017 0.3441 -0.1671
C 0.6923 0.8897 0.5384 -0.0522 0.8354 0.1166
H -1.3508 -1.1878 1.3034 -0.1544 -0.0597 0.4262
O -1.3508 0.4432 -0.4920 0.2388 0.1678 -0.2875
H 0.9338 0.9596 -1.5927 0.1941 -0.2191 0.3087
H 2.3571 0.2862 -0.7641 -0.1743 -0.1408 0.2394
H 1.2918 0.9433 1.4375 -0.1070 0.7394 -0.0131
```
Positions in Å, forces in eV/Å.



# C5H8O

The molecule C5H8O (ωB97M-V/def2-TZVPD, the Open Molecules 2025 dataset).

The HOMO energy is -9.208 eV. The SMILES is C[C@H]1CCC1=O. Its total charge is 0. The calculation puts the HOMO-LUMO gap at 10.11 eV. Its spin multiplicity is 1. The LUMO energy comes out at 0.9 eV. For the max |F|, the calculation gives 0.057 hartree/bohr.

Geometry as XYZ:
```
14
Properties=species:S:1:pos:R:3:forces:R:3
H -0.9714 2.3816 -0.3858 -0.0251 0.3563 0.1867
H -1.5040 0.1737 0.6345 0.2406 -0.0508 -0.1612
C -0.5442 0.3496 0.1220 0.0944 -2.3468 -1.7815
H 1.8802 -1.4211 0.7475 0.5565 -0.5149 -0.0557
H -1.3301 1.2123 -1.6233 -0.1997 0.0326 -0.3301
H 0.6889 -1.0275 -1.3842 -0.2003 0.1666 0.4325
O 0.8975 1.2985 1.8167 0.3203 -1.8712 -0.6384
C 0.8178 -1.2814 0.8055 0.7884 1.6622 1.4416
C 0.0557 -1.1898 -0.4976 -0.9689 2.2897 0.7354
C 0.5426 0.3500 1.1516 -0.7201 -1.0386 -0.0034
C -0.6171 1.4756 -0.8545 -0.2263 0.1903 -0.2938
H 0.3362 1.6861 -1.3367 0.1005 -0.0680 0.0856
H 0.3772 -1.9769 1.5296 0.1557 0.3849 0.0194
H -0.6293 -2.0309 -0.7254 0.0840 0.8077 0.3629
```
Positions in Å, forces in eV/Å.



# C5H8O

The molecule C5H8O (ωB97M-V/def2-TZVPD, the Open Molecules 2025 dataset).

The HOMO energy is -10.041 eV. The SMILES is C1CC2(C1)CO2. Its total charge is 0. The calculation puts the HOMO-LUMO gap at 11.12 eV. Its spin multiplicity is 1. The LUMO energy comes out at 1.1 eV. For the max |F|, the calculation gives 0.018 hartree/bohr.

Geometry as XYZ:
```
14
Properties=species:S:1:pos:R:3:forces:R:3
H 0.3236 1.5723 -1.1378 0.1742 0.0191 0.1046
H -1.1102 0.8199 2.1059 -0.4490 0.3521 0.0758
H 1.0408 1.6660 0.4930 -0.0143 -0.0792 -0.0441
C -0.5908 0.1530 0.1154 0.1271 0.0885 -0.0088
C 0.6132 0.9940 -0.2542 0.0317 0.2274 0.0686
H 1.8829 -0.2903 -1.6119 -0.1650 0.0445 0.1847
H -2.0612 -0.6609 1.5354 0.3144 -0.0101 0.1773
H -0.3898 -1.3015 -1.5397 0.0658 -0.0392 -0.0880
H 0.0827 -2.0167 0.0234 -0.2462 0.3747 -0.0987
H 2.1201 -0.5762 0.1168 -0.3001 -0.0813 -0.0954
C 1.3798 -0.2910 -0.6394 0.0635 -0.0399 -0.0488
O -1.8808 0.8128 0.0764 0.3913 -0.6021 -0.5616
C 0.0414 -1.0872 -0.5633 -0.2749 -0.0214 -0.1966
C -1.4517 0.2058 1.2800 0.2814 -0.2331 0.5312
```
Positions in Å, forces in eV/Å.



# C5H8O

The molecule C5H8O (ωB97M-V/def2-TZVPD, the Open Molecules 2025 dataset).

The HOMO energy is -9.643 eV. The SMILES is CC#CCCO. Its total charge is 0. The calculation puts the HOMO-LUMO gap at 10.55 eV. Its spin multiplicity is 1. The LUMO energy comes out at 0.9 eV. For the max |F|, the calculation gives 0.010 hartree/bohr.

Geometry as XYZ:
```
14
Properties=species:S:1:pos:R:3:forces:R:3
C -1.2306 -0.7817 -0.5589 0.0152 0.0206 -0.0444
H 3.4180 -0.3208 -0.6051 -0.1149 0.0941 0.0639
C 0.2010 -0.4832 -0.4262 0.5016 0.1662 0.0668
C 1.3353 -0.0933 -0.2868 -0.4838 -0.1856 -0.0601
H 2.9905 0.5325 0.8878 -0.0681 -0.0464 -0.1745
H -1.4127 -1.8613 -0.4935 0.0308 0.1756 -0.0256
H -2.0315 -0.6650 1.4576 0.0857 0.1192 -0.0974
O -1.5653 1.2447 0.7870 0.1858 0.1083 0.0634
H -0.6024 1.1751 0.8782 -0.1501 0.1261 -0.0312
C -2.0348 -0.0552 0.5410 -0.2325 -0.3256 -0.0522
H 2.8301 1.3501 -0.6759 -0.0209 -0.1557 0.0714
H -3.0737 0.0490 0.2159 0.1056 -0.0786 0.0573
H -1.5682 -0.4500 -1.5478 0.0746 -0.0221 0.1349
C 2.7130 0.3900 -0.1624 0.0710 0.0039 0.0276
```
Positions in Å, forces in eV/Å.



# C5H8O

The molecule C5H8O (ωB97M-V/def2-TZVPD, the Open Molecules 2025 dataset).

The HOMO energy (alpha / beta) is -8.707 / -8.700 eV. Its total charge is 0. The calculation puts the HOMO-LUMO gap (alpha / beta) at 8.44 / 8.45 eV. Its spin multiplicity is 1. The LUMO energy (alpha / beta) comes out at -0.3 / -0.3 eV. For the max |F|, the calculation gives 0.011 hartree/bohr.

Geometry as XYZ:
```
14
Properties=species:S:1:pos:R:3:forces:R:3
H 0.2547 -2.0239 -0.6115 -0.0136 0.1778 -0.2472
H -1.5584 -1.4312 0.7209 0.0533 0.0136 -0.1505
C 1.8623 0.4492 -0.1211 -0.0776 -0.0320 0.1060
C -0.6643 -1.6732 -1.1259 -0.0644 -0.0450 0.5732
H -1.1118 0.8350 1.2411 0.0930 -0.0554 -0.1528
O -0.7135 1.4137 -0.7044 0.1031 0.2270 0.0343
H 1.0152 -0.3164 1.6475 -0.0096 0.0479 -0.1341
H 1.6930 0.9108 -1.0914 0.0351 -0.0511 0.1603
H -2.3214 -0.4313 -0.5410 0.0828 -0.0049 0.0991
C -0.5948 0.4663 0.3393 0.0636 -0.2015 0.1508
C -1.3589 -0.7821 -0.1558 -0.1853 -0.0481 -0.2377
H -0.2336 2.2064 -0.4286 -0.0982 -0.0911 -0.1118
H 2.8867 0.2069 0.1440 -0.1459 0.0367 0.0168
C 0.8447 0.1698 0.6870 0.1636 0.0260 -0.1064
```
Positions in Å, forces in eV/Å.



# C5H8O

A cluster of 2 separate species, C5H8O in total (ωB97M-V/def2-TZVPD, the Open Molecules 2025 dataset).

The HOMO energy is -8.061 eV. The SMILES is C=C1C=COC1.[H][H]. Its total charge is 0. The calculation puts the HOMO-LUMO gap at 9.16 eV. Its spin multiplicity is 1. The LUMO energy comes out at 1.1 eV. For the max |F|, the calculation gives 0.005 hartree/bohr.

Geometry as XYZ:
```
14
Properties=species:S:1:pos:R:3:forces:R:3
H -0.1721 1.5145 -1.0612 0.0929 -0.0813 0.0859
H 1.5817 1.1941 -1.0042 -0.1286 -0.0458 0.0475
H 0.0790 -1.1211 -2.2468 0.0168 -0.0140 0.1626
H 0.6612 0.9549 2.7418 -0.0061 -0.0903 -0.1175
O 0.7032 1.6303 0.8041 -0.0134 0.0110 0.0532
H -0.0565 -2.4137 -0.9241 0.0318 0.1530 -0.0171
C 0.5941 0.6302 1.7105 0.0026 -0.1642 0.1195
H -2.8966 0.4767 -0.6128 -0.0031 0.0089 0.0284
H -2.3192 0.0515 -0.4161 -0.0434 0.0113 -0.0286
C 0.6258 1.0211 -0.4978 -0.0075 -0.0450 -0.2382
C 0.1169 -1.3753 -1.1908 0.0482 0.0555 0.0911
C 0.3625 -0.4542 -0.2567 0.0258 -0.0704 -0.1239
H 0.3033 -1.5152 1.7547 0.0103 0.1751 -0.0618
C 0.4167 -0.5939 1.1993 -0.0264 0.0962 -0.0010
```
Positions in Å, forces in eV/Å.



Which of these has the highest max |F|? number 4



Which of these has the highest max |F|? number 4